Entry from the OMol25 dataset: a molecular structure, C22H43N3O3SSi4TeW (ωB97M-V/def2-TZVPD).

Structure (XYZ):
```
78
Properties=species:S:1:pos:R:3:forces:R:3:mulliken_spin:R:1
W -1.778 0.321 -0.179 -2.31 0.90 -2.08 0.57
C -6.016 -2.904 -1.768 0.21 -0.87 -0.12 0.00
N -5.983 -1.491 -1.510 0.66 0.86 0.45 0.00
C -7.040 -0.624 -1.593 -0.29 0.81 0.09 0.00
C -6.606 0.605 -1.236 -0.61 -0.18 -0.25 0.01
N -5.263 0.494 -0.928 0.21 -0.59 -0.18 0.01
C -4.897 -0.809 -1.101 0.32 0.08 0.03 0.00
S -3.354 -1.508 -0.929 0.49 -0.21 -0.04 0.01
C -4.434 1.501 -0.384 0.10 -0.70 0.70 0.08
C -4.600 2.824 -0.706 0.25 0.57 0.49 0.10
C -3.756 3.784 -0.094 -0.63 -0.50 -0.41 0.08
C -2.784 3.372 0.764 0.61 -0.69 0.24 0.15
C -2.588 1.971 1.057 -1.31 0.42 0.76 0.00
N -3.530 1.037 0.519 -0.98 1.93 -0.18 0.18
H -7.013 -3.195 -2.088 0.02 0.10 -0.01 0.00
H -5.753 -3.463 -0.869 -0.05 0.10 -0.02 0.00
H -5.295 -3.157 -2.545 -0.06 0.02 -0.04 0.00
H -8.018 -0.945 -1.890 -0.15 -0.06 -0.05 0.00
H -7.143 1.527 -1.150 -0.07 0.13 0.02 0.00
H -5.347 3.136 -1.413 -0.15 -0.03 -0.16 0.00
H -3.909 4.828 -0.306 0.02 0.16 -0.04 0.01
H -2.163 4.090 1.280 0.05 0.04 0.05 0.01
H -2.371 1.765 2.121 0.29 -0.10 -0.62 0.05
C -0.424 -2.537 2.182 -0.09 0.37 -0.41 0.00
C -0.765 -1.050 2.200 0.21 0.23 0.40 -0.01
C -0.367 -0.361 3.502 -0.10 0.03 -0.42 0.00
O -2.195 -0.868 1.974 0.62 -0.09 0.31 0.00
C -0.210 -0.312 0.957 0.92 -1.32 0.60 -0.05
O 1.131 -0.033 1.056 -1.26 0.56 0.71 0.12
O -0.515 -1.050 -0.182 0.83 -1.60 -0.16 -0.02
H -0.962 -3.061 2.969 0.01 -0.02 0.14 0.00
H 0.644 -2.672 2.331 0.11 -0.07 0.09 0.00
H -0.702 -2.966 1.217 0.02 -0.02 0.17 0.00
H -0.776 -0.892 4.360 -0.05 -0.04 0.04 0.00
H -0.743 0.663 3.505 0.03 0.03 0.07 0.00
H 0.714 -0.325 3.601 0.09 -0.04 0.03 0.00
H -2.686 -1.333 2.672 -0.09 0.14 -0.43 0.00
C 5.662 -0.500 1.262 -0.60 0.01 0.35 0.00
Si 3.885 -0.389 1.924 0.89 -0.02 0.29 0.03
C 3.464 -1.977 2.921 -0.10 0.59 -0.62 0.02
C 3.598 1.167 3.010 0.01 -0.53 -0.62 0.00
Si 2.374 -0.284 0.031 0.73 0.12 -0.29 0.25
Te -1.583 1.542 -2.327 0.42 -0.31 0.62 -0.19
Si 2.085 -1.719 -1.881 0.08 -0.63 -0.94 0.02
C 1.372 -3.411 -1.355 0.23 0.68 0.14 0.03
C 3.923 -1.803 -2.388 -0.64 -0.04 0.28 0.02
C 1.045 -1.100 -3.358 0.22 0.06 0.74 0.00
Si 2.525 2.243 -1.129 0.23 0.64 0.21 0.36
C 1.137 2.943 -0.024 0.11 -0.73 -0.22 0.15
C 2.338 2.577 -2.989 -0.07 -0.50 0.62 0.04
C 4.281 2.648 -0.532 -0.60 -0.33 -0.21 0.06
H 6.357 -0.278 2.065 0.18 0.04 0.22 0.00
H 5.878 0.186 0.452 -0.05 0.22 -0.16 0.00
H 5.890 -1.501 0.913 -0.02 -0.26 -0.08 0.00
H 4.273 -2.236 3.599 0.22 0.15 0.01 0.00
H 3.321 -2.829 2.260 -0.01 -0.13 -0.09 0.00
H 2.568 -1.864 3.526 -0.14 0.08 0.02 0.00
H 3.822 0.963 4.055 0.04 -0.19 0.08 0.00
H 2.565 1.495 2.950 -0.22 0.03 0.03 0.00
H 4.226 2.001 2.710 0.13 0.06 -0.11 0.00
H 1.907 -3.862 -0.525 0.12 -0.03 0.17 0.00
H 1.412 -4.118 -2.180 0.12 0.03 -0.26 0.01
H 0.329 -3.302 -1.069 -0.07 0.07 0.02 0.00
H 4.543 -2.291 -1.643 0.07 -0.11 0.22 0.00
H 4.348 -0.822 -2.570 0.03 0.29 -0.05 0.00
H 4.027 -2.370 -3.306 -0.05 -0.16 -0.24 0.00
H -0.010 -1.016 -3.097 0.00 -0.03 0.06 0.00
H 1.122 -1.817 -4.173 0.13 -0.21 0.00 0.00
H 1.374 -0.140 -3.746 0.08 0.14 0.00 0.00
H 0.309 2.220 0.098 0.48 0.46 -0.07 -0.09
H 0.720 3.848 -0.456 -0.05 0.17 -0.24 0.01
H 1.519 3.185 0.962 0.20 -0.02 0.17 0.00
H 1.373 2.284 -3.398 -0.04 -0.10 0.07 0.00
H 3.124 2.089 -3.558 0.10 -0.13 -0.05 0.00
H 2.442 3.647 -3.165 0.06 0.21 0.21 0.01
H 4.388 2.573 0.544 -0.10 -0.06 0.18 -0.01
H 4.543 3.662 -0.819 -0.08 0.27 -0.14 0.02
H 5.017 1.993 -0.989 0.08 -0.13 -0.13 -0.01
```
Forces are in eV/Å.

Output
- Expectation value of S²: 2.05
- Spin multiplicity: 3
- Charge: +2
- Highest occupied orbital energy (spin up / spin down): -13.11 / -13.48 eV
- Gap between HOMO and LUMO (spin up / spin down): 0.24391 / 0.21059 Eh



Entry from the OMol25 dataset: a molecular structure, C22H43N6PSeTi (ωB97M-V/def2-TZVPD).

Structure (XYZ):
```
74
Properties=species:S:1:pos:R:3:forces:R:3:mulliken_spin:R:1
Ti 0.747 0.820 -0.418 0.03 -0.66 -0.72 1.03
C 2.920 1.794 2.243 0.02 0.02 0.03 0.01
C 3.070 2.419 0.848 0.00 0.09 0.01 0.02
N 2.832 1.492 -0.288 0.02 -0.18 0.01 0.00
C 3.215 2.110 -1.592 0.06 0.11 0.03 0.02
C 2.449 1.466 -2.730 0.09 0.04 -0.08 0.00
N 0.995 1.616 -2.489 -0.09 0.06 0.16 -0.03
C 0.463 2.974 -2.804 0.00 0.05 -0.05 0.02
C -0.086 3.737 -1.604 0.00 0.06 -0.01 -0.01
C -1.312 3.114 -0.939 -0.06 0.04 -0.02 0.03
N -0.951 2.093 0.080 0.03 -0.13 0.15 -0.03
C -0.606 2.675 1.402 -0.04 0.08 0.07 0.01
C -0.247 1.552 2.361 0.02 0.08 0.16 0.02
N 0.729 0.626 1.742 -0.09 0.04 -0.12 0.03
C 2.058 0.544 2.382 0.04 -0.08 0.02 0.02
H 2.555 2.576 2.912 0.00 0.00 -0.01 0.00
H 3.906 1.528 2.628 -0.01 -0.02 0.00 0.00
H 4.066 2.859 0.757 -0.02 0.01 0.00 0.00
H 2.366 3.245 0.717 0.01 -0.02 0.01 0.00
H 3.416 0.663 -0.162 -0.04 0.06 0.01 0.01
H 4.292 2.036 -1.750 -0.02 0.02 -0.01 0.00
H 2.968 3.173 -1.530 0.03 -0.01 -0.01 0.00
H 2.673 0.398 -2.788 0.01 0.03 0.00 0.01
H 2.741 1.914 -3.683 0.01 0.01 0.03 0.00
H 0.513 0.946 -3.086 0.00 0.02 0.02 0.00
H -0.325 2.866 -3.550 0.00 0.00 0.01 0.00
H 1.255 3.564 -3.270 -0.01 -0.01 -0.01 0.00
H -0.362 4.731 -1.959 0.00 0.00 0.01 0.00
H 0.702 3.913 -0.860 0.00 -0.02 -0.01 0.00
H -1.936 2.622 -1.688 0.01 0.02 0.00 0.00
H -1.917 3.889 -0.464 0.00 -0.02 -0.01 0.00
H -1.754 1.482 0.234 0.02 0.05 -0.06 0.01
H -1.438 3.265 1.795 0.03 0.02 -0.01 0.00
H 0.239 3.354 1.267 -0.03 0.00 0.01 0.00
H -1.143 0.984 2.623 0.00 0.01 -0.03 -0.01
H 0.155 1.972 3.285 -0.04 -0.03 0.01 0.00
H 0.306 -0.312 1.750 -0.03 -0.04 0.15 -0.04
H 2.558 -0.320 1.934 0.01 0.02 0.01 -0.01
H 1.952 0.317 3.446 0.00 -0.01 -0.01 0.00
Se 2.037 -2.077 -1.498 0.04 -0.02 0.05 0.17
N 0.590 -0.998 -1.047 0.06 0.13 0.19 0.06
C -0.334 -1.152 -2.070 -0.12 0.02 -0.03 0.09
C -1.629 -0.628 -2.061 -0.01 0.01 0.00 -0.11
C -2.411 -0.759 -3.196 0.00 0.02 -0.02 0.19
C -1.924 -1.421 -4.336 0.02 0.00 0.03 -0.07
C -0.665 -1.972 -4.351 0.01 0.02 0.02 0.12
C 0.160 -1.852 -3.210 0.01 -0.01 -0.08 0.01
N 1.400 -2.377 -3.138 0.01 0.02 0.07 0.43
H -2.046 -0.217 -1.149 0.02 -0.02 0.01 -0.02
H -3.424 -0.379 -3.192 -0.01 -0.01 -0.01 0.01
H -2.562 -1.526 -5.202 -0.01 0.01 -0.01 0.00
H -0.289 -2.512 -5.209 0.00 -0.01 -0.02 0.00
C -2.520 -3.768 -0.654 0.05 0.01 -0.02 0.00
C -2.994 -3.045 0.611 0.01 0.01 0.05 0.00
P -1.658 -2.175 1.542 0.00 0.12 0.12 -0.01
C -2.503 -1.930 3.166 -0.04 -0.01 -0.01 0.00
C -1.561 -1.602 4.322 0.01 0.01 -0.01 0.00
C -0.481 -3.555 1.883 -0.04 -0.02 -0.01 0.00
C 0.915 -3.082 2.281 0.04 0.03 -0.02 0.02
H -3.325 -3.847 -1.383 -0.02 -0.02 0.01 0.00
H -2.188 -4.780 -0.426 0.02 0.00 0.00 0.00
H -1.688 -3.254 -1.140 -0.03 0.01 0.00 0.01
H -3.470 -3.757 1.290 -0.02 0.01 -0.01 0.00
H -3.757 -2.300 0.372 0.04 0.04 -0.01 0.00
H -3.093 -2.818 3.409 0.03 -0.03 0.00 0.00
H -3.221 -1.115 3.029 -0.01 -0.03 -0.02 0.00
H -0.921 -2.448 4.570 0.00 -0.02 0.00 0.00
H -2.125 -1.348 5.218 0.00 0.00 0.01 0.00
H -0.909 -0.753 4.095 0.01 0.01 0.00 0.00
H -0.409 -4.140 0.964 0.00 0.02 -0.01 0.00
H -0.900 -4.223 2.640 0.00 0.01 0.01 0.00
H 1.323 -2.415 1.512 0.00 -0.02 0.00 -0.01
H 1.604 -3.921 2.376 0.00 -0.01 0.02 0.00
H 0.918 -2.546 3.232 -0.01 0.01 0.00 0.00
```
Forces are in eV/Å.

Output
- Expectation value of S²: 2.05
- Spin multiplicity: 3
- Charge: +2
- Highest occupied orbital energy (spin up / spin down): -12.43 / -13.53 eV
- Gap between HOMO and LUMO (spin up / spin down): 0.24109 / 0.25758 Eh



Table of maximum force (hartree/bohr), in record order: 0.063; 0.019
Table of ΔE to the lowest compared entry with this formula, charge and spin (eV), in record order: 2.7636; 0.9020
Table of E_tot (a.u.), in record order: -3144.89147; -4784.41725